Entry one
The following is a quantum chemistry calculation of a cluster of 2 separate species, C4H9N3O2S in total, from the Open Molecules 2025 dataset.

Each line ends with the natural charge from an NBO analysis.
Positions of all 19 atoms, in Å:
C 1.61372 0.38948 -0.08386  -0.495
C 2.14195 -0.81097 0.84483  -0.290
C 0.16686 -0.03264 -0.11412  -0.129
C -1.13893 1.39415 1.38062  -0.452
N 0.97094 -1.52742 1.26148  -0.115
N -0.03493 -1.19137 0.60218  -0.216
N -2.19728 -0.91779 -1.19393  -1.031
O -1.41522 1.35322 -1.73177  -0.949
O -0.15801 -0.46391 -2.65894  -0.941
S -0.86173 0.05523 -1.55275  2.290
H 1.73960 1.31613 0.22655  0.225
H 1.81436 0.32704 -1.10800  0.242
H 2.76355 -1.55395 0.16150  0.231
H 2.68182 -0.50177 1.69086  0.220
H -1.61489 0.67555 1.90537  0.195
H -1.57007 1.89791 0.54644  0.214
H -0.39071 2.09220 1.56815  0.197
H -1.98943 -1.87995 -1.42292  0.409
H -2.52160 -0.62113 -0.32169  0.395

## Properties
E_LUMO (spin up / spin down): -1.2 / -0.8 eV
Kohn-Sham gap (spin up / spin down): 7.97 / 8.31 eV
HOMO level (spin up / spin down): -9.1931 / -9.0729 eV
total charge: 0


Entry two
The following is a quantum chemistry calculation of a cluster of 2 separate species, C4H9N3O2S in total, from the Open Molecules 2025 dataset.

Each line ends with the natural charge from an NBO analysis.
Positions of all 19 atoms, in Å:
C 2.35958 -0.98584 -0.15713  -0.210
C 1.62008 -1.75262 0.62355  0.333
C -2.41903 0.74361 0.38765  -0.850
C 0.37266 0.66168 0.56632  -0.184
N 2.19839 -0.65087 -1.52685  -0.800
N 1.32598 -2.72321 1.26296  -0.590
N 0.69944 1.37486 -0.41790  -0.612
O -1.02136 -1.13736 1.85797  -0.944
O -0.97725 -1.27244 -0.62750  -0.929
S -0.99494 -0.47866 0.56392  2.102
H 3.25642 -0.49581 0.05645  0.236
H -2.04797 1.25978 -0.50226  0.223
H -3.49842 0.61167 0.43032  0.271
H -2.06109 1.54060 1.10357  0.233
H 0.97495 0.84242 1.39547  0.221
H 1.71701 0.32099 -1.55711  0.372
H 0.44183 -2.81411 1.89477  0.419
H -0.02402 1.28358 -1.15699  0.337
H 1.59232 -1.28807 -2.07312  0.371

## Properties
E_LUMO: 0.1 eV
Kohn-Sham gap: 8.32 eV
SMILES string: [H]/N=C\S(C)(=O)=O.N=C=CN
HOMO level: -8.2441 eV
total charge: 0


Most stable: entry two. Least stable: entry one.